DFT (wB97M-V/def2-TZVPD) results for a molecular structure, C19H24N4O2S.

Its total energy is -40964.0221 eV. Its net charge is 0. The strongest force on any atom comes out at 19.0 eV Å⁻¹.

Positions of all 50 atoms, in Å:
C (-3.7038, -2.3735, 0.9203)
C (-4.4178, -1.1294, 1.1175)
H (-5.4722, -1.2912, 1.1334)
H (-4.2293, -0.7500, 2.0664)
C (-4.3525, -0.2154, -0.0949)
C (-3.1423, 0.6335, 0.2247)
C (-2.9885, 1.7836, -0.2948)
C (-1.6669, 2.6282, -0.5031)
O (-1.3971, 3.6774, -1.0078)
N (-0.6564, 1.8997, 0.4215)
C (-1.0451, 0.9848, 1.0547)
N (-2.2207, 0.2661, 0.8435)
S (0.1958, -0.2378, 1.9460)
C (1.4634, 1.3043, 2.4586)
H (1.9890, 0.8253, 3.1497)
H (0.8577, 2.1043, 2.8270)
C (2.3578, 1.3345, 1.2705)
O (2.0779, 2.4513, 0.6381)
N (3.4171, 0.7433, 0.8698)
C (3.4346, -0.6525, 1.5759)
H (4.4912, -0.8947, 1.4625)
C (2.6989, -1.6173, 0.6261)
N (2.6946, -1.0162, -0.7906)
C (1.3849, -0.6949, -1.1541)
C (0.3595, -1.4421, -1.4193)
C (-0.7932, -1.2722, -1.7070)
C (-1.0572, -0.2954, -2.3907)
C (0.0367, 0.9161, -2.5798)
C (1.1631, 0.4099, -1.9142)
H (2.0764, 1.1172, -2.0884)
H (-0.1238, 1.8008, -3.1199)
H (-2.0666, 0.1103, -2.9252)
H (-1.6653, -1.9457, -1.5475)
H (0.4690, -2.6830, -0.6900)
C (3.8523, -0.4570, -1.1974)
H (3.8727, 0.1141, -2.2091)
C (4.1127, 0.8440, -0.4511)
H (5.1397, 0.9787, 0.2507)
H (3.7125, 1.8031, -0.7249)
H (4.6169, -0.9486, -0.9976)
H (1.9090, -2.0655, 0.9927)
H (3.2998, -2.5423, 0.6599)
H (2.9113, -0.8395, 2.4709)
H (0.1828, 2.2407, 0.4768)
H (-3.7763, 2.4221, -1.1358)
H (-5.0418, 0.6181, 0.0925)
H (-4.3280, -0.6074, -0.8919)
H (-2.5654, -2.2748, 0.8576)
H (-3.9004, -3.0284, 1.5032)
H (-4.1667, -2.7362, -0.0752)

Atoms 1-3, force components in eV/Å:
3.47 5.37 -9.53
-2.30 0.01 -1.37
-1.07 -1.03 0.49